[1]
Here is a molecular structure, C30H44N11S2Ti at a distorted geometry from the Open Molecules 2025 dataset. Energies are from ωB97M-V/def2-TZVPD.

```
88
Properties=species:S:1:pos:R:3:mulliken_charge:R:1
Ti -0.08822 0.84098 0.01035 -0.24
C 1.04300 0.01902 2.82027 -1.21
C 0.49905 -1.20261 2.06737 0.44
N 0.87100 -1.15024 0.63920 0.52
C 2.17955 -1.78853 0.36864 -0.55
C 3.42890 -1.14363 0.96071 -0.80
S 3.85079 0.55341 0.47661 -0.07
C 3.57119 1.49328 1.99114 -1.03
C 2.19401 2.12350 2.18571 -0.75
N 1.06551 1.21012 1.94299 0.36
H 0.43694 0.19572 3.71204 0.36
H 2.05718 -0.16644 3.15984 0.69
H 0.86612 -2.12070 2.53794 0.59
H -0.58605 -1.21617 2.13906 -0.90
H 0.20376 -1.72399 0.11695 -0.60
H 2.14302 -2.80999 0.76654 0.53
H 2.26786 -1.88308 -0.71081 -0.21
H 3.43647 -1.20189 2.04873 0.40
H 4.26578 -1.75904 0.62709 0.57
H 3.84843 0.86876 2.84099 0.48
H 4.30005 2.30394 1.96338 0.51
H 2.15336 2.51002 3.21205 0.44
H 2.07579 2.97221 1.51032 0.38
H 0.22561 1.75234 2.12408 -0.03
N -0.70791 5.14459 -0.12063 0.14
C -1.19421 4.01556 0.37704 -0.60
N -0.41653 3.01079 0.00197 0.73
C 0.54358 3.62173 -0.77549 0.17
N 0.40066 4.92581 -0.85969 -0.81
C 1.47635 2.78590 -1.50329 0.17
C 2.39059 3.27171 -2.42598 -0.94
N 3.07557 2.48912 -3.24470 -0.66
C 2.77867 1.17469 -3.15014 -0.75
C 1.92112 0.65600 -2.22376 -0.95
N 1.27816 1.44474 -1.31491 1.49
H -1.07373 6.07859 -0.02812 0.21
H -2.08414 3.95661 0.98144 0.57
H 2.54940 4.34158 -2.50215 0.51
H 3.26611 0.52099 -3.86418 0.42
H 1.70025 -0.40357 -2.17569 0.45
C -2.10272 -2.45635 0.49832 0.07
C -3.37470 -1.92683 1.16577 -1.17
C -3.16344 -1.05116 2.38383 1.60
C -3.57182 -1.52364 3.62543 -1.14
C -3.39976 -0.77545 4.78030 -1.26
C -2.84068 0.48471 4.69565 -0.91
C -2.42561 1.00369 3.47114 0.73
C -1.92955 2.42900 3.42070 1.34
C -3.00354 3.44369 3.81642 -1.59
C -2.56141 0.21809 2.32230 -1.41
N -2.04207 0.66164 1.05991 1.62
C -2.92348 0.99934 0.15588 -0.07
C -2.58124 1.03253 -1.20926 -0.08
C -3.34290 1.32439 -2.34218 -1.04
C -2.54603 1.00634 -3.43916 -1.19
C -1.33254 0.54104 -2.93062 -0.33
N -1.32719 0.54899 -1.58595 1.22
H -2.34565 -3.25173 -0.20552 0.53
H -1.41110 -2.87126 1.23573 0.28
H -1.60093 -1.67394 -0.07421 -0.77
H -3.98768 -2.77188 1.48083 0.55
H -3.96521 -1.39471 0.41630 0.26
H -4.03132 -2.50266 3.68500 0.43
H -3.71915 -1.16853 5.73601 0.42
H -2.73137 1.08733 5.58988 0.52
H -1.60910 2.65904 2.40593 -1.49
H -1.06071 2.55009 4.07703 0.40
H -3.84690 3.40378 3.12359 0.39
H -2.60394 4.45901 3.81689 0.45
H -3.39479 3.24046 4.81231 0.41
H -3.95599 1.20219 0.44557 0.46
H -4.35368 1.70166 -2.34856 0.57
H -2.80995 1.08045 -4.48094 0.48
H -0.47871 0.18357 -3.48504 0.47
C 1.48860 -5.33828 -5.43195 -1.04
N 0.87819 -4.53582 -4.38130 -0.19
C 1.35994 -3.54809 -3.61610 0.64
S 0.29690 -2.79661 -2.51473 -0.51
N 2.63549 -3.12843 -3.69747 -0.07
C 3.75123 -3.55698 -4.53162 -1.10
H 0.68541 -5.87476 -5.93007 0.35
H 2.18960 -6.07398 -5.03867 0.32
H 1.98242 -4.71912 -6.17680 0.35
H -0.07916 -4.74655 -4.15133 0.26
H 2.79366 -2.30207 -3.14664 0.16
H 3.79216 -4.63617 -4.62014 0.44
H 4.66706 -3.23784 -4.03923 0.35
H 3.72032 -3.11000 -5.52614 0.32
```

Output
E_LUMO (spin up / spin down): -2.41 / -2.48 eV
ΔE to the lowest compared entry with this formula, charge and spin: 11.28 kcal/mol
Multiplicity: 3
HOMO-LUMO gap (spin up / spin down): 5.85 / 7.70 eV
Molar mass: 670.8 g/mol
Charge: +1
<S²>: 2.02


[2]
Here is 2 unconnected molecules or ions with the total composition C30H44N3O8 at a distorted geometry from the Open Molecules 2025 dataset. Energies are from ωB97M-V/def2-TZVPD.

```
85
Properties=species:S:1:pos:R:3:mulliken_charge:R:1
C -2.41657 2.46543 1.73087 -0.77
C -2.64523 1.85389 3.13337 -0.60
C -3.54868 0.60505 3.05419 -1.00
C -2.77273 -0.63440 2.57817 0.04
C -2.86073 -0.87391 1.07841 0.17
C -2.10749 -2.16097 0.73762 -0.25
C -2.17139 -2.51388 -0.75538 -1.30
C -1.18183 -1.80658 -1.61106 0.38
N -1.47845 -0.56351 -1.90316 -0.84
N -0.63702 0.07418 -2.66884 0.83
C -0.99872 1.49685 -2.92338 -1.12
C -1.01877 2.27033 -1.60405 -0.05
C -0.89781 3.76780 -1.85938 -0.64
C 0.54729 4.18481 -2.13253 -0.40
C 0.65433 5.56191 -2.80721 -0.94
O 1.21314 5.41793 -4.12879 -0.40
C 0.45708 4.63632 -4.94927 0.80
C -0.94422 5.05714 -5.32573 -1.01
O 0.92707 3.61055 -5.40365 -0.56
C 0.44807 -0.40326 -3.21352 -0.19
C 0.80220 -1.71598 -2.98052 0.42
C 2.03039 -2.23761 -3.67633 -1.66
C 3.32426 -2.07181 -2.88330 0.80
C 3.96409 -0.72383 -2.76200 -1.21
N 3.92016 -3.05189 -2.34444 -0.60
C -0.01861 -2.40889 -2.13970 1.01
C 0.24666 -3.84954 -1.75472 -1.63
O 0.38649 -3.98060 -0.33941 -0.30
C 1.54309 -3.37445 0.17182 0.67
C 1.49890 -2.00790 0.78321 -0.16
O 2.57625 -4.00771 0.15997 -0.53
H -1.55223 1.99692 1.26702 0.02
H -3.26516 2.20937 1.10263 0.31
H -2.28510 3.53919 1.75562 0.47
H -1.67947 1.53056 3.50652 0.27
H -3.07491 2.58391 3.80869 0.39
H -3.91521 0.44763 4.06521 0.39
H -4.42174 0.79988 2.43648 0.41
H -1.73663 -0.54365 2.88595 -0.38
H -3.17078 -1.49439 3.11245 0.47
H -3.91063 -1.02178 0.83335 0.25
H -2.44719 -0.04003 0.52109 -0.34
H -2.62981 -2.95837 1.25942 0.59
H -1.10802 -2.14781 1.14936 -0.31
H -2.07382 -3.58579 -0.84982 0.45
H -3.16619 -2.27607 -1.12082 0.64
H -1.95908 1.49457 -3.42396 0.23
H -0.26122 1.94020 -3.58449 0.33
H -1.95841 2.07056 -1.10457 0.11
H -0.16658 1.94566 -1.00855 0.29
H -1.58198 4.06669 -2.64823 0.30
H -1.22155 4.27880 -0.95662 0.32
H 1.06421 4.24789 -1.17854 0.48
H 1.07294 3.43208 -2.71240 0.28
H 1.30203 6.19490 -2.22410 0.37
H -0.31784 6.03121 -2.91286 0.36
H -1.47598 4.15788 -5.59493 0.33
H -1.47378 5.59603 -4.55068 0.32
H -0.89116 5.70535 -6.19567 0.33
H 1.04551 0.23305 -3.83545 0.76
H 1.86602 -3.26573 -3.96610 0.60
H 2.13924 -1.64072 -4.58042 0.56
H 3.30765 0.11139 -2.99163 0.23
H 4.43776 -0.62680 -1.79683 0.37
H 4.77126 -0.69080 -3.49073 0.38
H 3.41551 -3.91738 -2.52369 0.28
H -0.63008 -4.42307 -2.02253 0.53
H 1.13207 -4.26112 -2.22107 0.41
H 0.79659 -1.33658 0.29631 0.00
H 1.18365 -2.09513 1.82466 -0.19
H 2.46885 -1.53101 0.74736 0.49
C 2.81095 -1.23791 6.28108 -0.89
C 2.15800 -1.07076 5.12670 0.38
C 0.97707 -1.91824 4.75507 0.96
O 0.42104 -1.69375 3.68606 -0.50
C 0.55545 -2.95645 5.66695 -1.13
C 1.20782 -3.13233 6.82765 0.41
C 2.37784 -2.26900 7.21525 0.95
O 2.90842 -2.47214 8.28590 -0.59
O 0.87181 -4.06384 7.70029 -0.56
O 2.50396 -0.14595 4.23091 -0.64
H 3.66143 -0.63222 6.55996 0.45
H -0.28698 -3.56886 5.37812 0.46
H 1.49468 -3.97797 8.44839 0.36
H 1.86856 -0.23350 3.49899 0.32
```

Output
E_LUMO: -4.19 eV
HOMO-LUMO gap: 7.39 eV
Molar mass: 574.7 g/mol
Charge: +1


[3]
Here is a molecular structure, C30H45AuGeN4 from the Open Molecules 2025 dataset. Energies are from ωB97M-V/def2-TZVPD.

```
81
Properties=species:S:1:pos:R:3:mulliken_charge:R:1
Au 0.15430 -0.15546 0.47257 0.32
C 2.70363 0.66686 2.78240 -0.03
C 3.58242 -0.35641 2.02736 -0.81
C 2.97038 -1.09345 0.81376 -0.02
N 2.11858 -0.17423 0.04594 -0.45
C 2.63077 0.81671 -0.65067 0.95
C 3.93667 0.72403 -1.21470 -0.15
C 4.84595 1.71816 -1.48937 -0.49
C 4.82184 3.03991 -1.04764 -0.38
C 3.81214 3.66729 -0.28715 -0.38
C 2.53499 3.24977 -0.09204 -1.05
C 1.83144 2.10646 -0.69658 0.35
N 0.62334 2.36211 -0.99858 -0.47
C -0.33704 1.64816 -1.81955 -0.60
C -1.77120 1.83064 -1.26588 -0.95
C -2.45865 0.65632 -0.55486 -0.41
N -1.82611 0.19134 0.69213 -0.31
C -2.35508 0.27586 1.88236 1.40
C -3.59136 0.96364 2.12178 -0.90
C -4.48689 0.80108 3.14308 -0.56
C -4.48185 -0.13873 4.18566 -0.34
C -3.45761 -1.02918 4.52984 -0.63
C -2.17846 -1.08663 4.04584 -0.55
C -1.54174 -0.30583 3.01207 1.13
N -0.26747 -0.14100 2.90131 -0.38
C 0.73356 -0.75092 3.76306 -0.02
C 1.91800 0.18604 4.00839 -1.55
H 3.37269 1.45219 3.13710 0.35
H 2.02260 1.17818 2.09771 -0.16
H 4.47012 0.16734 1.66795 0.41
H 3.95080 -1.11982 2.71794 0.48
H 3.77319 -1.50936 0.20249 0.67
H 2.34866 -1.93071 1.12941 -0.55
H 4.24095 -0.28691 -1.46305 0.46
H 5.73922 1.40650 -2.01643 0.41
H 5.70416 3.63130 -1.25665 0.40
H 4.06571 4.63134 0.13609 0.45
H 1.86202 3.90304 0.45124 0.47
H -0.29742 2.17450 -2.77674 0.55
H -0.09715 0.60045 -2.04171 0.26
H -1.77528 2.72167 -0.63538 0.30
H -2.42726 2.05142 -2.10961 0.48
H -3.50323 0.90880 -0.38315 0.71
H -2.45734 -0.19861 -1.23151 -0.42
H -3.85358 1.70803 1.38135 0.47
H -5.35681 1.44538 3.10156 0.40
H -5.37490 -0.17457 4.79611 0.39
H -3.68237 -1.71692 5.33595 0.40
H -1.52713 -1.79601 4.53881 0.31
H 0.34153 -1.07946 4.72679 0.55
H 1.08645 -1.64813 3.23924 -0.23
H 1.54346 1.06339 4.54034 0.52
H 2.59520 -0.32083 4.69998 0.40
C 1.88908 -6.26046 1.85143 -1.55
C 1.36032 -4.86175 1.56109 0.39
C -0.15310 -4.84107 1.37630 -1.09
C -0.73340 -3.42998 1.19642 -0.09
Ge -0.17744 -2.54527 -0.45769 -0.01
C -1.55393 -2.58898 -1.83391 -0.70
C -1.96048 -4.04026 -2.17365 -0.73
C -1.03114 -4.75987 -3.14384 -0.56
C 0.40504 -4.88847 -2.64943 -0.79
H 2.97120 -6.25978 1.97475 0.41
H 1.64754 -6.94390 1.03589 0.34
H 1.44752 -6.66264 2.76410 0.36
H 1.85349 -4.46725 0.66539 0.21
H 1.62798 -4.18640 2.38411 0.02
H -0.62427 -5.28973 2.25513 0.55
H -0.43119 -5.48069 0.53386 0.29
H -0.44691 -2.80500 2.04166 -0.13
H -1.82596 -3.44852 1.16649 0.75
H 1.28807 -2.64130 -0.88068 -0.04
H -1.24708 -2.03862 -2.72382 0.44
H -2.42094 -2.08460 -1.40093 0.50
H -2.96543 -4.00392 -2.59796 0.43
H -2.05107 -4.63025 -1.25372 0.27
H -1.04322 -4.24564 -4.10812 0.34
H -1.44308 -5.75365 -3.32602 0.37
H 0.93637 -3.93451 -2.68532 0.11
H 0.97355 -5.58375 -3.26554 0.50
H 0.44195 -5.27151 -1.62216 0.18
```

Output
E_LUMO (spin up / spin down): -6.40 / -7.67 eV
Multiplicity: 3
HOMO-LUMO gap (spin up / spin down): 6.90 / 6.79 eV
Molar mass: 731.3 g/mol
Charge: +2
<S²>: 2.13